32
Properties=species:S:1:pos:R:3:forces:R:3 method="wB97M-V/def2-TZVPD" lumo_ev=-0.24 smiles="O=[N+]([O-])c1ccc(NCCNc2ccc(Cl)nn2)cc1" gap_ha=0.303 total_energy_ev=-36703.51313
O -3.973525 -2.963668 -0.496722 -0.13 -0.09 -0.06
N -2.875324 -2.877749 0.023014 -0.27 -0.65 -0.14
O -2.191638 -3.834399 0.339231 0.04 -0.18 0.03
C -2.353062 -1.575757 0.265577 0.51 1.21 0.25
C -3.065521 -0.452275 -0.152505 0.04 -0.39 0.01
C -2.538765 0.798288 0.047636 0.15 0.04 0.06
C -1.288206 0.970604 0.670036 -0.25 -0.38 0.02
N -0.812109 2.235572 0.849861 -0.24 0.51 0.02
C 0.583139 2.577036 0.967649 0.31 0.03 -0.35
C 1.279714 2.646732 -0.409653 0.05 0.04 0.45
N 1.131406 1.429370 -1.168282 -0.29 0.20 -0.32
C 1.760277 0.286777 -0.792687 0.34 -0.73 -0.12
C 1.470233 -0.948408 -1.418136 0.27 0.00 0.25
C 2.174434 -2.045080 -1.001465 0.00 0.41 0.13
C 3.124099 -1.833508 0.013274 -0.34 0.33 -0.23
Cl 4.055746 -3.148936 0.604745 0.17 -0.28 0.09
N 3.341172 -0.663196 0.561223 0.68 -1.19 0.37
N 2.672295 0.381220 0.174192 -0.76 1.14 -0.43
C -0.608610 -0.172187 1.126329 -0.04 0.26 0.04
C -1.130929 -1.424750 0.919535 -0.36 -0.26 -0.17
H -4.017693 -0.588365 -0.641696 -0.04 0.02 -0.01
H -3.084716 1.671032 -0.281652 -0.07 0.08 -0.05
H -1.386825 2.962011 0.444920 0.04 -0.13 0.07
H 0.663943 3.548517 1.459295 0.05 -0.08 0.05
H 1.098078 1.836721 1.577414 -0.02 0.12 0.05
H 0.868724 3.465608 -1.003857 0.05 -0.02 0.04
H 2.345768 2.812778 -0.244801 -0.06 0.17 -0.06
H 0.307670 1.326604 -1.739732 0.10 -0.01 0.09
H 0.713972 -1.011250 -2.186368 -0.07 -0.04 -0.07
H 2.014706 -3.028557 -1.412315 -0.02 -0.08 -0.05
H 0.329788 -0.075210 1.646647 0.11 0.00 0.03
H -0.608228 -2.305573 1.259305 0.04 -0.03 0.02